# 1
Entry from the Open Molecules 2025 dataset: a structure of composition C28H22AuFN7O7 (ωB97M-V/def2-TZVPD).

CARTESIAN COORDINATES (ANGSTROEM)
Au -1.4342 -2.3377 -1.4304
N -3.5759 -3.0243 -1.8110
C -4.0157 -3.6722 -0.5627
C -2.8211 -4.0719 0.2898
O -2.8557 -5.0407 0.9875
O -1.7760 -3.2421 0.2598
H -4.1181 -2.2068 -2.0647
H -3.6117 -3.6640 -2.5985
H -4.6194 -4.5582 -0.7382
H -4.5917 -2.9669 0.0362
C 5.2531 7.6265 5.6401
O 3.8545 7.5170 5.4108
C 3.4099 6.4685 4.6920
C 2.0271 6.3959 4.5008
C 1.4791 5.3650 3.7771
C 2.2939 4.3729 3.2207
C 3.6648 4.4505 3.4200
C 4.2308 5.4858 4.1481
C 1.6740 3.2969 2.4516
N 0.3835 3.1800 2.2174
C 0.2523 2.0466 1.4700
C 1.4719 1.4569 1.2407
N 2.3761 2.2703 1.8764
C 1.6333 0.2548 0.4959
C 2.8562 -0.3856 0.2398
C 2.8829 -1.5549 -0.4744
C 1.6802 -2.0889 -0.9357
N 0.5278 -1.4847 -0.7150
C 0.4618 -0.3327 -0.0205
C -0.8369 0.3029 0.1854
N -1.9136 -0.2674 -0.3705
C -3.1027 0.2785 -0.2231
C -3.3031 1.4495 0.5133
C -2.2168 2.0516 1.0962
C -0.9469 1.4828 0.9325
H 5.3883 8.5215 6.2376
H 5.7991 7.7303 4.7000
H 5.6305 6.7614 6.1896
H 1.4102 7.1707 4.9365
H 0.4098 5.3040 3.6267
H 4.3271 3.6976 3.0069
H 5.3012 5.5191 4.2839
H 3.3732 2.1539 1.9131
H 3.7811 0.0415 0.6069
H 3.8115 -2.0677 -0.6800
H 1.6460 -3.0240 -1.4808
H -3.9366 -0.2141 -0.7110
H -4.2967 1.8631 0.6121
H -2.3096 2.9606 1.6762
F -3.9832 -5.6011 -6.0749
C -3.0629 -5.3581 -5.1517
C -2.1059 -4.4499 -5.3523
N -1.1531 -4.1713 -4.3830
C -0.1527 -3.1208 -4.5904
C -0.6347 -1.6951 -4.2967
O -0.4397 -0.8522 -5.1299
O -1.2685 -1.4136 -3.1695
C -1.1926 -4.7796 -3.1700
O -0.4581 -4.4039 -2.2515
N -2.1107 -5.7753 -3.0156
C -3.1574 -6.1144 -3.9037
O -4.0073 -6.9013 -3.5948
H -2.0434 -3.8922 -6.2770
H 0.1572 -3.1353 -5.6305
H 0.7015 -3.3426 -3.9559
H -2.0972 -6.2654 -2.1280

Values from the calculation:
LUMO level	-4.932	eV
orbital gap	5.3	eV
net charge	+1
highest occupied orbital energy	-10.23	eV

# 2
Entry from the Open Molecules 2025 dataset: a structure of composition C25H15AuF4N8O5P (ωB97M-V/def2-TZVPD).

CARTESIAN COORDINATES (ANGSTROEM)
Au -0.6364 2.5435 -0.6409
O 3.8204 5.2194 -4.4061
C 2.8533 4.5857 -3.7301
C 1.6272 5.1432 -3.4168
C 0.7152 4.3978 -2.6829
N 0.9452 3.1488 -2.2963
C 2.1166 2.6027 -2.6461
C 3.1070 3.2687 -3.3335
C 2.3716 1.1709 -2.3672
O 3.4325 0.6277 -2.2754
O 1.2100 0.3951 -2.3258
C -0.6331 5.0363 -2.3092
O -0.8696 6.1187 -2.8095
O -1.3719 4.3509 -1.5262
H 3.5459 6.1158 -4.6367
H 1.3386 6.1459 -3.7068
H 4.0423 2.7874 -3.5804
C 0.7901 -3.9070 -1.1998
N 2.1754 -3.4256 -1.1810
C 2.8397 -3.8115 -2.4272
N 2.1348 -3.3451 -3.6249
C 0.7458 -3.8111 -3.5861
N 0.0355 -3.4301 -2.3626
C -0.2061 -1.9867 -2.2927
P 1.4205 -1.1981 -2.2974
C 2.2756 -1.9891 -0.9057
C 2.2258 -1.8912 -3.7662
H 0.2876 -3.6089 -0.2818
H 0.8178 -4.9955 -1.2413
H 2.8785 -4.8998 -2.4610
H 3.8605 -3.4282 -2.4334
H 0.7555 -4.8991 -3.6416
H 0.2104 -3.4266 -4.4550
H -0.7491 -1.7298 -1.3807
H -0.7931 -1.6467 -3.1484
H 1.7854 -1.7455 0.0395
H 3.3164 -1.6693 -0.8614
H 3.2663 -1.5704 -3.8185
H 1.7093 -1.5561 -4.6687
F -2.6118 2.0533 3.2845
C -2.7993 1.0651 4.1495
C -3.4897 1.2956 5.2766
F -3.9657 2.5022 5.4970
C -3.7289 0.2593 6.2706
C -3.1619 -1.0401 5.9406
C -2.4732 -1.2598 4.8106
F -1.9841 -2.4679 4.5675
C -2.2388 -0.2268 3.8284
C -1.5347 -0.4560 2.6808
C -1.2755 0.5337 1.6845
N -0.9763 1.2188 0.8160
C -0.9423 -1.7057 2.3048
N -0.3904 -2.6215 1.8845
F -3.3356 -2.0357 6.7844
C -4.4247 0.4862 7.4154
C -4.6609 -0.5160 8.4145
N -4.8775 -1.2582 9.2631
C -5.0044 1.7532 7.7570
N -5.5220 2.7335 8.0555

Values from the calculation:
LUMO level (alpha / beta)	-5.947 / -5.946	eV
orbital gap (alpha / beta)	5.2 / 5.2	eV
net charge	+1
highest occupied orbital energy (alpha / beta)	-11.12 / -11.12	eV